Entry from the Open Molecules 2025 dataset: an isolated ion of composition C8H11N4O2S and charge +1 (ωB97M-V with the def2-TZVPD basis set).

For the electronic energy, the calculation gives -29353.6887 eV. The energy above the lowest of the compared OMol25 structures with the same formula, charge and spin comes out at 0.00 kcal per mole. As for the structure (SMILES): N/C(=N/[NH3+])SCc1ccccc1[N+](=O)[O-]. The total charge is +1. The calculation puts the frontier orbital gap at 8.66 eV. The calculation puts the highest occupied orbital energy at -13.21 eV.

Cartesian coordinates (Å):
N  0.264  1.355  -1.561
C  -0.320  1.790  -0.442
N  -1.636  2.105  -0.539
N  -2.287  2.326  0.629
S  0.491  2.035  1.106
C  1.184  0.398  1.670
C  0.991  -0.630  0.654
C  2.135  -1.094  -0.066
C  2.155  -2.122  -0.978
C  0.892  -2.665  -1.332
C  -0.246  -2.115  -0.777
C  -0.237  -1.144  0.166
N  -1.430  -0.774  0.806
O  -2.465  -1.259  0.405
O  -1.400  0.050  1.684
H  -0.300  1.577  -2.324
H  1.134  0.942  -1.539
H  -2.190  3.348  1.026
H  -2.092  1.503  1.403
H  -3.240  2.376  0.260
H  0.822  0.116  2.609
H  2.240  0.711  1.755
H  3.101  -0.662  0.269
H  2.946  -2.345  -1.583
H  0.728  -3.432  -2.033
H  -1.240  -2.394  -1.268

Population analysis type Mulliken, resulting atomic charges in e:
1. N -0.223
2. C 0.391
3. N -0.752
4. N 0.008
5. S -0.159
6. C -0.557
7. C 0.220
8. C -0.709
9. C -0.881
10. C -0.400
11. C -0.633
12. C 0.831
13. N 1.288
14. O -0.651
15. O -0.815
16. H 0.248
17. H 0.194
18. H 0.380
19. H 0.380
20. H 0.351
21. H 0.444
22. H 0.440
23. H 0.288
24. H 0.505
25. H 0.442
26. H 0.370

Entry from the Open Molecules 2025 dataset: an isolated ion of composition C8H11N5O2 and charge +2 (ωB97M-V with the def2-TZVPD basis set).

For the electronic energy, the calculation gives -19999.2315 eV. The energy above the lowest of the compared OMol25 structures with the same formula, charge and spin comes out at 29.89 kcal per mole. As for the structure (SMILES): CC1=[NH+][n+]2ncn(C)c2N[C@@H](C=C=O)O1. The total charge is +2. The calculation puts the frontier orbital gap at 8.49 eV. The calculation puts the highest occupied orbital energy at -16.66 eV.

Cartesian coordinates (Å):
C  -0.667  3.446  0.040
C  -0.511  2.046  0.245
N  0.728  1.625  0.220
N  1.104  0.323  0.365
N  2.427  0.140  0.641
C  2.546  -1.120  0.816
N  1.357  -1.785  0.687
C  1.159  -3.197  0.384
C  0.377  -0.798  0.283
N  -0.884  -0.991  0.038
C  -1.692  0.004  -0.652
C  -3.077  -0.261  -0.814
C  -3.892  -1.148  -0.219
O  -4.683  -1.917  0.129
O  -1.624  1.310  0.063
H  -1.326  3.985  0.869
H  0.279  3.907  0.020
H  -1.243  3.693  -0.799
H  1.523  2.246  0.219
H  3.613  -1.456  0.994
H  1.989  -3.743  0.933
H  0.125  -3.412  0.692
H  1.297  -3.242  -0.675
H  -1.322  -1.868  0.292
H  -1.202  0.041  -1.696
H  -3.660  0.372  -1.483

Population analysis type Mulliken, resulting atomic charges in e:
1. C -1.048
2. C 0.810
3. N -0.339
4. N 0.966
5. N -1.091
6. C -0.027
7. N -0.024
8. C -0.840
9. C 0.514
10. N -0.158
11. C 0.492
12. C -1.084
13. C 0.499
14. O -0.218
15. O -0.215
16. H 0.360
17. H 0.347
18. H 0.366
19. H 0.337
20. H 0.459
21. H 0.352
22. H 0.270
23. H 0.380
24. H 0.191
25. H 0.296
26. H 0.406

Entry from the Open Molecules 2025 dataset: an isolated molecule of C8H11NO (ωB97M-V with the def2-TZVPD basis set).

For the electronic energy, the calculation gives -12011.1954 eV. The energy above the lowest of the compared OMol25 structures with the same formula, charge and spin comes out at 27.79 kcal per mole. As for the structure (SMILES): [H]/N=C(/O)[C@@H]1[C@H]2C[C@@H]3[C@H](C2)[C@@H]31. The calculation puts the frontier orbital gap at 10.62 eV. The calculation puts the highest occupied orbital energy at -9.82 eV.

Cartesian coordinates (Å):
H  -0.494  -0.361  2.726
N  -1.370  -0.769  2.410
C  -1.404  -0.877  1.136
O  -2.504  -1.438  0.628
C  -0.262  -0.845  0.154
C  0.942  0.045  0.534
C  1.799  -0.063  -0.742
C  0.713  0.342  -1.729
C  -0.200  1.305  -1.005
C  0.361  1.468  0.400
C  -0.599  -0.145  -1.162
H  -2.760  -2.106  1.361
H  0.050  -1.888  -0.018
H  1.450  -0.196  1.475
H  2.651  0.631  -0.732
H  2.175  -1.082  -0.914
H  0.879  0.405  -2.804
H  -0.730  2.099  -1.530
H  1.143  2.238  0.459
H  -0.411  1.695  1.148
H  -1.428  -0.456  -1.795

Population analysis type Mulliken, resulting atomic charges in e:
1. H 0.273
2. N -0.857
3. C 0.157
4. O -0.504
5. C 0.581
6. C -0.777
7. C -0.888
8. C -0.407
9. C -0.334
10. C -0.769
11. C -0.561
12. H 0.378
13. H 0.447
14. H 0.391
15. H 0.397
16. H 0.386
17. H 0.407
18. H 0.421
19. H 0.421
20. H 0.386
21. H 0.451

Entry from the Open Molecules 2025 dataset: C8H11NO2 as an isolated structure (ωB97M-V with the def2-TZVPD basis set).

For the electronic energy, the calculation gives -14048.5857 eV. The energy above the lowest of the compared OMol25 structures with the same formula, charge and spin comes out at 265.16 kcal per mole. The calculation puts the frontier orbital gap at 8.39 eV. The calculation puts the highest occupied orbital energy at -8.14 eV.

Cartesian coordinates (Å):
C  -1.174  0.985  3.271
C  -1.138  0.539  0.882
C  -1.983  -0.277  0.005
C  -1.356  -0.745  -1.135
C  0.110  -0.635  -1.292
C  0.735  0.084  -0.312
C  2.243  0.083  -0.408
C  0.226  0.707  0.640
H  -0.517  2.030  3.706
H  -2.059  1.032  4.134
H  -0.467  -0.042  3.267
H  -3.028  -0.419  0.009
H  -1.848  -0.709  -2.189
H  1.098  0.109  -3.106
H  2.382  1.051  -1.232
H  2.712  0.607  0.333
H  2.785  -1.382  -2.356
H  2.257  -2.417  -0.657
H  0.896  1.825  1.123
N  2.658  -1.310  -1.056
O  -1.887  1.319  1.896
O  0.787  -0.939  -2.590

Population analysis type Mulliken, resulting atomic charges in e:
1. C -0.630
2. C 0.455
3. C -0.945
4. C -0.344
5. C -0.140
6. C 1.204
7. C -0.833
8. C -0.244
9. H 0.222
10. H 0.251
11. H 0.281
12. H 0.464
13. H 0.242
14. H 0.403
15. H 0.160
16. H 0.550
17. H 0.326
18. H 0.288
19. H 0.067
20. N -0.695
21. O -0.439
22. O -0.642

Entry from the Open Molecules 2025 dataset: an isolated molecule of C8H11NO3S2 (ωB97M-V with the def2-TZVPD basis set).

For the electronic energy, the calculation gives -37774.7913 eV. The energy above the lowest of the compared OMol25 structures with the same formula, charge and spin comes out at 72.36 kcal per mole. As for the structure (SMILES): CC1=N[C@@H]2S[C@]2(CO)[C@@]2(CO)S[C@@]12O. The calculation puts the frontier orbital gap at 9.25 eV. The calculation puts the highest occupied orbital energy at -9.28 eV.

Cartesian coordinates (Å):
C  -3.227  1.035  0.380
C  -1.710  0.998  0.267
N  -0.952  2.019  0.496
C  0.456  1.877  0.350
S  1.169  1.795  -1.402
C  1.183  0.601  -0.100
C  2.596  0.450  0.576
O  2.769  -0.651  1.389
C  0.292  -0.558  -0.218
C  0.951  -1.532  -1.165
O  0.193  -2.661  -1.509
S  -0.351  -1.302  1.342
C  -1.115  -0.349  -0.066
O  -2.072  -1.106  -0.855
H  -3.678  0.533  1.201
H  -3.705  0.716  -0.678
H  -3.564  2.161  0.566
H  1.006  2.523  1.089
H  2.826  1.413  1.117
H  3.379  0.327  -0.300
H  2.302  -0.500  2.218
H  1.934  -1.880  -0.692
H  1.322  -1.059  -2.079
H  -0.397  -2.927  -0.759
H  -1.608  -1.923  -1.169

Population analysis type Mulliken, resulting atomic charges in e:
1. C -1.182
2. C 0.646
3. N -0.658
4. C -1.001
5. S -0.167
6. C 0.713
7. C -0.682
8. O -0.497
9. C 1.332
10. C -0.602
11. O -0.631
12. S -0.157
13. C -0.368
14. O -0.541
15. H 0.320
16. H 0.287
17. H 0.313
18. H 0.426
19. H 0.431
20. H 0.266
21. H 0.327
22. H 0.286
23. H 0.420
24. H 0.355
25. H 0.365

Entry from the Open Molecules 2025 dataset: a 2-piece molecular cluster, C8H11NO4 overall (ωB97M-V with the def2-TZVPD basis set).

For the electronic energy, the calculation gives -18152.5647 eV. The energy above the lowest of the compared OMol25 structures with the same formula, charge and spin comes out at 34.88 kcal per mole. As for the structure (SMILES): O=C1C[C@H](O)C(=O)/C1=C/O.[H]/N=C\C. The calculation puts the frontier orbital gap at 9.21 eV. The calculation puts the highest occupied orbital energy at -9.38 eV.

Cartesian coordinates (Å):
O  0.361  2.221  -0.412
C  -0.096  1.283  -1.014
C  -1.604  0.938  -1.218
C  -1.606  -0.491  -1.774
O  -1.789  -1.343  -0.616
C  -0.242  -0.731  -2.409
O  0.082  -1.496  -3.283
C  0.647  0.217  -1.731
C  2.013  0.119  -1.712
O  2.716  1.025  -0.993
H  -2.069  0.884  -0.249
H  -2.204  1.636  -1.788
H  -2.368  -0.696  -2.550
H  -1.000  -1.341  -0.082
H  2.652  -0.716  -1.989
H  2.111  1.843  -0.750
H  0.140  -1.881  1.664
N  0.156  -0.966  1.225
C  0.312  -0.093  2.135
C  0.341  -0.222  3.637
H  0.736  0.844  1.844
H  0.616  -1.287  3.896
H  0.854  0.487  4.313
H  -0.759  -0.231  3.857

Population analysis type Mulliken, resulting atomic charges in e:
1. O -0.699
2. C 0.907
3. C -0.710
4. C 0.015
5. O -0.586
6. C 0.188
7. O -0.611
8. C -0.004
9. C -0.271
10. O -0.560
11. H 0.278
12. H 0.361
13. H 0.410
14. H 0.474
15. H 0.440
16. H 0.422
17. H 0.160
18. N -0.553
19. C 0.241
20. C -1.097
21. H 0.291
22. H 0.285
23. H 0.333
24. H 0.284

Entry from the Open Molecules 2025 dataset: a 2-piece molecular cluster, C8H11NO5S overall (ωB97M-V with the def2-TZVPD basis set).

For the electronic energy, the calculation gives -31033.2151 eV. The expectation value of S² is 2.041. The spin multiplicity is 3. The calculation puts the frontier orbital gap (spin up / spin down) at 6.35 / 6.65 eV. The calculation puts the highest occupied orbital energy (spin up / spin down) at -5.66 / -9.97 eV.

Cartesian coordinates (Å):
C  -2.555  -0.791  -0.454
C  -0.993  -1.946  0.947
C  -1.716  0.267  -0.509
C  -0.038  -0.936  0.736
C  -2.206  -1.924  0.273
C  -0.437  0.247  0.070
C  -3.013  -3.198  0.284
C  4.145  3.530  -0.596
N  3.876  3.087  0.606
O  1.880  1.079  0.797
O  0.201  2.802  0.302
O  5.303  4.204  -0.608
O  1.102  1.514  -1.575
O  3.465  3.248  -1.600
S  0.741  1.548  0.023
H  -3.438  -0.673  -1.059
H  -0.687  -2.675  1.707
H  -2.082  1.080  -1.084
H  0.931  -0.752  1.181
H  -3.858  -3.228  -0.336
H  -2.464  -4.111  -0.143
H  -3.312  -3.481  1.303
H  4.661  3.309  1.303
H  3.269  2.278  0.858
H  5.616  4.189  -1.578
H  1.889  2.002  -1.807

Population analysis type Mulliken, resulting atomic charges in e:
1. C -0.573
2. C -0.454
3. C -0.498
4. C -0.552
5. C 0.733
6. C 0.087
7. C -1.378
8. C 0.675
9. N -0.298
10. O -0.803
11. O -0.594
12. O -0.512
13. O -0.488
14. O -0.707
15. S 1.364
16. H 0.352
17. H 0.343
18. H 0.381
19. H 0.540
20. H 0.411
21. H 0.300
22. H 0.311
23. H 0.228
24. H 0.352
25. H 0.350
26. H 0.429

Entry from the Open Molecules 2025 dataset: C8H11NOS as an isolated structure (ωB97M-V with the def2-TZVPD basis set).

For the electronic energy, the calculation gives -22839.5798 eV. The energy above the lowest of the compared OMol25 structures with the same formula, charge and spin comes out at 173.04 kcal per mole. The calculation puts the frontier orbital gap (spin up / spin down) at 6.92 / 6.92 eV. The calculation puts the highest occupied orbital energy (spin up / spin down) at -7.68 / -7.68 eV.

Cartesian coordinates (Å):
C  0.099  -2.248  -0.632
C  0.656  1.623  -0.257
C  -0.765  -1.307  -0.150
C  -0.545  1.236  -0.728
C  1.365  -2.142  -1.063
C  -1.687  -1.729  0.884
C  -1.558  2.314  -1.129
C  2.717  0.897  1.455
N  -1.004  -0.071  -0.767
O  2.213  -1.449  -0.362
S  2.078  0.720  -0.215
H  1.849  -2.916  -1.623
H  -2.785  -1.388  0.787
H  -1.775  -2.793  1.108
H  -1.578  -1.308  1.905
H  -1.123  3.266  -1.405
H  -2.065  2.153  -2.095
H  -2.479  2.259  -0.424
H  2.010  0.579  2.245
H  2.700  1.975  1.867
H  3.675  0.273  1.449
H  -1.998  0.054  -0.849

Population analysis type Mulliken, resulting atomic charges in e:
1. C -0.361
2. C -0.612
3. C 0.855
4. C 1.051
5. C -0.433
6. C -1.448
7. C -1.459
8. C -0.796
9. N -0.199
10. O -0.545
11. S 0.321
12. H 0.397
13. H 0.273
14. H 0.383
15. H 0.269
16. H 0.359
17. H 0.390
18. H 0.313
19. H 0.300
20. H 0.349
21. H 0.301
22. H 0.294